No. 1
ORCA calculation (ωB97M-V/def2-TZVPD) on a single CH4N4O molecule at a distorted geometry.

Calculated values
* energy relative to the best compared isomer or geometry (same formula, charge and spin): 103.4 kJ/mol
* LUMO: 0.875 eV
* highest occupied orbital energy: -8.9 eV

Each line ends with the Löwdin charge.
Positions of all 10 atoms, in Å:
O (2.4017, -1.1736, 0.0044)  0.023
N (-0.2701, -0.5335, -0.0277)  -0.052
N (-2.3951, -0.9790, 0.0075)  0.011
N (-1.4917, -0.0943, 0.0006)  -0.118
N (0.7648, 0.3849, -0.0063)  0.040
C (2.0525, -0.0195, 0.0040)  -0.370
H (0.0169, -1.5153, -0.0204)  0.158
H (0.4636, 1.3491, -0.0136)  0.143
H (-3.3023, -0.5094, 0.0217)  0.034
H (2.7425, 0.8391, 0.0135)  0.132

=====

No. 2
ORCA calculation (ωB97M-V/def2-TZVPD) on a 2-piece molecular cluster, CH2N2OS overall at a distorted geometry.

Calculated values
* energy relative to the best compared isomer or geometry (same formula, charge and spin): 174.0 kJ/mol
* LUMO: 0.039 eV
* highest occupied orbital energy: -9.1 eV

Each line ends with the Löwdin charge.
Positions of all 7 atoms, in Å:
S (-0.0661, 1.5484, -0.3162)  0.804
O (0.2021, -0.2070, 2.1498)  -0.114
N (-0.9883, -0.6564, -1.5882)  0.163
N (0.9613, -0.1004, 1.2097)  -0.164
C (-0.6346, 0.2772, -0.9624)  -0.841
H (-1.1061, -1.6542, -1.6880)  0.106
H (1.6319, 0.7923, 1.1952)  0.045

=====

No. 3
ORCA calculation (ωB97M-V/def2-TZVPD) on C3H10O3S as an isolated structure at a distorted geometry.

Calculated values
* energy relative to the best compared isomer or geometry (same formula, charge and spin): 231.2 kJ/mol
* LUMO: 6.207 eV
* highest occupied orbital energy: 0.4 eV
* charge: -2

Each line ends with the Löwdin charge.
Positions of all 17 atoms, in Å:
S (2.4784, 1.1445, 2.7148)  -0.040
O (-2.4294, 1.0207, -2.2662)  -0.138
O (-0.7805, -0.1456, -0.8112)  -0.349
O (-3.1377, -0.7201, 0.1966)  -0.350
C (1.1496, -0.6691, 0.8019)  -0.278
C (2.4117, 0.1737, 1.1693)  -0.838
C (0.4812, 0.1906, -0.2947)  -0.378
H (-3.1859, -1.5378, -0.2198)  -0.128
H (-1.9629, -0.3898, -0.3534)  0.080
H (2.7357, 0.6726, 0.3397)  -0.023
H (1.3413, -1.7013, 0.3467)  0.095
H (-2.0885, 0.1643, -1.9408)  -0.011
H (0.6009, -0.8749, 1.7853)  0.097
H (-2.2264, 1.7917, -1.7278)  0.020
H (1.1667, 0.2485, -1.1608)  0.093
H (3.2126, -0.6252, 1.3670)  0.023
H (0.2334, 1.2571, 0.0536)  0.125

=====

No. 4
ORCA calculation (ωB97M-V/def2-TZVPD) on C24H12ClF9N3O6S4Sn as an isolated structure.

Calculated values
* energy relative to the best compared isomer or geometry (same formula, charge and spin): 0.1 kJ/mol
* LUMO: 1.091 eV
* highest occupied orbital energy: -6.3 eV
* charge: -1

Each line ends with the Löwdin charge.
Positions of all 60 atoms, in Å:
Sn (0.4043, 0.4247, -0.2089)  1.062
Cl (2.6286, -0.6795, -0.0623)  -0.194
S (-2.6084, 2.0312, 1.3961)  0.529
S (-3.6928, -5.4253, -1.7067)  1.040
S (1.1949, 0.6687, 7.3214)  1.042
S (-3.1922, 4.5671, 2.1919)  0.587
F (1.9625, 1.5713, -2.8604)  0.104
F (-3.6079, -0.1525, 2.5301)  0.115
F (-4.6536, 1.6480, 3.1006)  0.132
F (0.0049, 2.2755, -3.4646)  0.140
F (-5.8465, 4.3293, 2.2927)  0.130
F (1.3895, 1.5181, -4.9444)  0.149
F (-5.0333, 6.1382, 3.1535)  0.119
F (-2.7071, 1.2051, 3.9391)  0.128
F (-5.1390, 5.9153, 1.0050)  0.128
O (-2.3754, 5.6184, 1.6693)  -0.277
O (-2.8335, 1.1295, 0.2993)  -0.329
O (-3.0080, 4.1418, 3.5535)  -0.289
O (0.0849, -0.7513, -4.4667)  0.090
O (-1.2591, 2.2102, 1.8553)  -0.367
O (0.1065, -0.3859, -2.2687)  -0.269
N (-3.3952, 3.3658, 1.1615)  -0.296
N (0.3668, -0.2626, 2.3202)  0.029
N (-0.7468, -1.6313, 0.2421)  0.038
C (0.5120, 0.2594, 4.6526)  -0.185
C (-0.8933, -1.5503, 3.9173)  -0.136
C (-2.6845, -4.0347, -1.8091)  -0.479
C (-1.2685, -2.2977, -0.7680)  -0.026
C (0.9386, 1.3367, -3.7023)  -0.563
C (-1.9962, -3.0084, 1.7643)  -0.128
C (1.5104, 2.4339, 5.5103)  -0.107
C (-3.8070, -5.5468, -3.4073)  -0.423
C (-4.9091, 5.2631, 2.1470)  -0.680
C (-1.0882, -1.9756, 1.5067)  -0.138
C (-2.3498, -3.3116, 3.1225)  -0.018
C (-2.1759, -3.3626, -0.6085)  -0.173
C (-3.1007, -4.5647, -4.0295)  -0.174
C (-1.8273, -2.6138, 4.1494)  -0.015
C (-3.4497, 1.1482, 2.8330)  -0.644
C (-0.5150, -1.2392, 2.6052)  -0.155
C (-0.3511, -0.7683, 4.9473)  0.029
C (0.3336, -0.0794, -3.4899)  -0.556
C (1.9596, 3.0225, 6.7212)  -0.179
C (1.0641, 1.1530, 5.6757)  -0.484
C (-2.5396, -3.6993, 0.6719)  0.037
C (-2.4543, -3.6937, -3.1145)  -0.094
C (1.8442, 2.1801, 7.7831)  -0.423
C (0.8538, 0.4555, 3.2971)  -0.062
H (-0.6583, -0.9564, 5.9697)  0.112
H (-3.2495, -4.4978, 0.8589)  0.107
H (2.3354, 4.0315, 6.7960)  0.102
H (-3.0577, -4.1111, 3.3018)  0.115
H (-0.9546, -1.9737, -1.7462)  0.093
H (1.4783, 2.9561, 4.5662)  0.119
H (-3.0384, -4.4579, -5.1017)  0.105
H (-4.3872, -6.3354, -3.8565)  0.060
H (2.1030, 2.3683, 8.8116)  0.060
H (1.5571, 1.2306, 3.0181)  0.131
H (-2.1108, -2.8391, 5.1700)  0.117
H (-1.8469, -2.8543, -3.4238)  0.112